DFT (ωB97M-V/def2-TZVPD) results for a structure of composition C18H30KO4 at a distorted geometry.

- HOMO (eV) = -11.05
- Kohn-Sham gap (eV) = 7.423
- total charge = +1
- energy (Eh) = -1604.43178
- LUMO energy (eV) = -3.62

Last column: Löwdin charge in e.
Element x y z (Å)
1 C -2.737 -4.212 5.219  0.16
2 C -3.276 -3.462 4.454  -0.14
3 C -3.955 -2.626 3.442  -0.20
4 C -2.925 -2.026 2.448  -0.13
5 C -2.934 -0.525 2.144  -0.42
6 O -3.194 0.407 2.857  0.11
7 O -2.521 -0.380 0.871  0.08
8 C -2.904 -1.561 0.151  -0.23
9 C -2.391 -1.707 -1.292  -0.09
10 C -1.246 -0.747 -1.674  -0.17
11 C 0.120 -1.444 -1.866  -0.19
12 C 1.124 -1.199 -0.714  -0.21
13 C 2.326 -0.371 -1.227  -0.20
14 C 3.317 -0.056 -0.092  -0.21
15 C 4.202 1.172 -0.308  -0.21
16 C 3.472 2.520 -0.230  -0.20
17 C 2.910 3.034 -1.574  -0.18
18 C 1.625 3.823 -1.325  -0.25
19 O 0.909 4.164 -2.496  -0.19
20 C 1.433 5.318 -3.132  -0.10
21 C -2.674 -2.757 1.067  -0.24
22 O -1.375 -3.294 1.128  0.02
23 H -2.089 -4.771 5.855  0.05
24 H -4.544 -1.831 3.908  -0.06
25 H -4.664 -3.242 2.885  0.14
26 H -1.962 -2.141 2.955  0.16
27 H -3.999 -1.501 0.088  0.16
28 H -2.046 -2.737 -1.392  0.11
29 H -3.240 -1.614 -1.966  0.12
30 H -1.148 0.080 -0.973  0.10
31 H -1.523 -0.289 -2.626  0.11
32 H 0.573 -1.118 -2.802  0.11
33 H -0.055 -2.515 -1.998  0.10
34 H 0.663 -0.704 0.145  0.10
35 H 1.534 -2.162 -0.392  0.11
36 H 1.906 0.521 -1.689  0.10
37 H 2.826 -1.010 -1.956  0.12
38 H 2.763 0.014 0.849  0.11
39 H 3.980 -0.921 0.003  0.11
40 H 4.794 1.100 -1.223  0.12
41 H 4.939 1.166 0.503  0.11
42 H 2.694 2.509 0.539  0.11
43 H 4.200 3.260 0.111  0.11
44 H 3.645 3.705 -2.025  0.11
45 H 2.750 2.230 -2.291  0.10
46 H 1.887 4.745 -0.785  0.13
47 H 0.953 3.263 -0.671  0.12
48 H 1.025 5.356 -4.140  0.09
49 H 2.523 5.272 -3.189  0.08
50 H 1.123 6.222 -2.598  0.09
51 H -3.429 -3.537 1.014  0.16
52 H -0.737 -2.691 0.724  0.09
53 K -4.649 -0.730 5.286  1.04